[1]
Formula: C48H36Cl4MoN6
Source: OMol25
Level of theory: ωB97M-V/def2-TZVPD

```
! wB97M-V def2-TZVPD RIJCOSX def2/J DEFGRID3
* xyz 2 3
Mo 0.3133 0.4233 -0.2541
Cl -8.9273 0.3536 -2.3520
C -7.2433 0.5418 -2.0495
C -6.6698 -0.0802 -0.9478
C -5.3128 0.0564 -0.7197
C -4.5177 0.8101 -1.5856
C -5.1066 1.4412 -2.6728
C -6.4677 1.3128 -2.9032
C -3.0553 0.8114 -1.2904
C -2.5457 1.7184 -0.3761
C -3.3061 2.7645 0.2378
C -2.5636 3.2487 1.2602
C -1.3654 2.4519 1.3112
C -0.7060 2.1770 2.5112
C -0.9978 3.0646 3.6640
C -1.7262 2.5777 4.7524
C -2.0686 3.4046 5.8054
C -1.6715 4.7362 5.7887
Cl -2.0619 5.7575 7.1132
C -0.9658 5.2414 4.7046
C -0.6435 4.4122 3.6450
C 0.0187 0.9852 2.7217
N 0.3868 0.0557 1.7506
C 1.1368 -0.9084 2.4234
C 2.0136 -1.8361 1.8469
C 2.7261 -2.7676 2.7526
C 1.9875 -3.6793 3.5086
C 2.6202 -4.5525 4.3734
C 4.0021 -4.5009 4.5118
Cl 4.7889 -5.5606 5.6116
C 4.7485 -3.5955 3.7693
C 4.1120 -2.7431 2.8842
C 2.2223 -1.9434 0.4728
C 2.9960 -2.9654 -0.1598
C 2.6904 -2.9348 -1.4812
C 1.6907 -1.9230 -1.6479
N 1.5131 -1.2365 -0.4690
C 0.7285 -1.9801 -2.6611
C -0.5484 -1.4004 -2.5456
C -1.6245 -1.6403 -3.4511
C -2.7047 -0.9520 -2.9984
C -2.2856 -0.2063 -1.8638
N -0.9663 -0.5018 -1.5556
C 0.9941 -2.8979 -3.8010
C 1.9539 -2.6028 -4.7640
C 2.1631 -3.4568 -5.8343
C 1.4309 -4.6313 -5.9350
Cl 1.6802 -5.6888 -7.2648
C 0.4984 -4.9614 -4.9582
C 0.2804 -4.0949 -3.9042
C 1.1527 -0.6161 3.8158
C 0.5085 0.5676 3.9913
N -1.2986 1.6284 0.2083
H -7.2808 -0.6741 -0.2821
H -4.8576 -0.4313 0.1343
H -4.5080 2.0378 -3.3507
H -6.9324 1.8038 -3.7469
H -4.3062 3.0441 -0.0517
H -2.8339 4.0004 1.9817
H -2.0613 1.5481 4.7547
H -2.6502 3.0222 6.6329
H -0.6749 6.2829 4.6998
H -0.0944 4.8195 2.8040
H 0.9094 -3.7086 3.4055
H 2.0467 -5.2699 4.9441
H 5.8216 -3.5543 3.8953
H 4.6997 -2.0308 2.3168
H 3.6396 -3.6586 0.3561
H 3.0274 -3.6008 -2.2582
H -1.5704 -2.2611 -4.3269
H -3.6873 -0.9000 -3.4369
H 2.5301 -1.6870 -4.6994
H 2.8885 -3.2125 -6.5981
H -0.0540 -5.8887 -5.0238
H -0.4404 -4.3496 -3.1370
H 1.6386 -1.2094 4.5709
H 0.4012 1.1206 4.9074
N 0.7748 1.3006 -2.5008
C 1.9472 1.9963 -3.1158
C 2.9944 2.2833 -2.0621
C 2.4605 3.3181 -1.0695
C 2.8117 2.9657 0.3561
N 2.2234 1.6426 0.7205
H 0.5888 0.4723 -3.0546
H -0.0467 1.8870 -2.6226
H 1.6217 2.9301 -3.5739
H 2.3615 1.3693 -3.9044
H 3.9170 2.6268 -2.5293
H 3.2153 1.3349 -1.5615
H 1.3672 3.3621 -1.1284
H 2.8403 4.3115 -1.3083
H 2.4075 3.7190 1.0314
H 3.8940 2.9417 0.4919
H 2.0133 1.6765 1.7127
H 2.9501 0.9357 0.6372
*
```

The LUMO energy (alpha / beta) is -7.554 / -7.310 eV. The calculation puts the max |F| at 1.419 eV Å⁻¹.

For reference, the Löwdin charges in units of e are:
1. Mo 1.727
2. Cl 0.728
3. C -0.662
4. C -0.076
5. C -0.012
6. C -0.230
7. C -0.025
8. C -0.079
9. C -0.054
10. C -0.204
11. C 0.050
12. C 0.051
13. C -0.207
14. C -0.050
15. C -0.218
16. C -0.029
17. C -0.073
18. C -0.660
19. Cl 0.737
20. C -0.077
21. C -0.026
22. C -0.226
23. N -0.071
24. C -0.202
25. C -0.048
26. C -0.223
27. C -0.021
28. C -0.074
29. C -0.660
30. Cl 0.735
31. C -0.077
32. C -0.026
33. C -0.212
34. C 0.048
35. C 0.050
36. C -0.214
37. N -0.051
38. C -0.063
39. C -0.226
40. C 0.038
41. C 0.047
42. C -0.198
43. N -0.060
44. C -0.224
45. C -0.021
46. C -0.077
47. C -0.662
48. Cl 0.737
49. C -0.073
50. C -0.028
51. C 0.042
52. C 0.029
53. N -0.048
54. H 0.116
55. H 0.129
56. H 0.127
57. H 0.116
58. H 0.135
59. H 0.131
60. H 0.130
61. H 0.118
62. H 0.117
63. H 0.122
64. H 0.131
65. H 0.117
66. H 0.117
67. H 0.127
68. H 0.130
69. H 0.133
70. H 0.128
71. H 0.133
72. H 0.120
73. H 0.116
74. H 0.118
75. H 0.132
76. H 0.132
77. H 0.126
78. N -0.014
79. C -0.205
80. C -0.194
81. C -0.199
82. C -0.208
83. N -0.012
84. H 0.062
85. H 0.098
86. H 0.130
87. H 0.121
88. H 0.128
89. H 0.096
90. H 0.098
91. H 0.129
92. H 0.120
93. H 0.131
94. H 0.079
95. H 0.089

=====

[2]
Formula: C4H7NO
Source: OMol25
Level of theory: ωB97M-V/def2-TZVPD

```
! wB97M-V def2-TZVPD RIJCOSX def2/J DEFGRID3
* xyz 0 1
O 1.4611 0.0496 1.1606
C 1.2521 -0.0521 -0.2410
C -0.0494 -0.7984 -0.5352
C -1.2264 -0.2497 0.2797
C -1.4331 1.1835 0.0514
N -1.5690 2.3184 -0.1347
H 1.6804 0.9600 1.3933
H 2.0860 -0.5952 -0.7072
H 1.1956 0.9356 -0.7225
H 0.0427 -1.8688 -0.3174
H -0.2610 -0.7116 -1.6076
H -1.0251 -0.3943 1.3449
H -2.1539 -0.7769 0.0356
*
```

The calculation puts the relative energy (zero: lowest compared OMol25 entry of this formula, charge and spin) at 99.93 kJ/mol. The SMILES is N#CCCCO. The LUMO energy is 0.801 eV. The calculation puts the max |F| at 1.220 eV Å⁻¹.

For reference, the Löwdin charges in units of e are:
1. O -0.066
2. C -0.272
3. C -0.186
4. C -0.185
5. C -0.233
6. N 0.141
7. H 0.096
8. H 0.115
9. H 0.118
10. H 0.116
11. H 0.119
12. H 0.118
13. H 0.119

=====

[3]
Formula: C6H15NO
Source: OMol25
Level of theory: ωB97M-V/def2-TZVPD

```
! wB97M-V def2-TZVPD RIJCOSX def2/J DEFGRID3
* xyz 0 1
C -1.3362 -1.9360 1.9652
C 0.0441 -1.5469 1.4421
C 0.1465 -1.5865 -0.1219
N 1.2547 0.9517 -1.1160
C -0.1099 0.5910 -1.2863
C -0.6264 -0.5897 -0.8600
C -0.8009 1.3526 -2.4686
H -2.0917 -1.4644 1.4288
H -1.5086 -2.9395 1.7742
H -1.4487 -1.8066 2.9356
H 0.2238 -0.3966 1.6978
H 0.9325 -2.0873 1.8115
H -0.2209 -2.6412 -0.4627
H 1.2148 -1.5008 -0.2613
H 1.6682 1.8435 -0.9082
H 1.7899 0.1129 -1.0133
H -1.7123 -0.7102 -0.8661
H -1.4715 2.2382 -2.2871
H -1.3085 0.5609 -2.9826
H 0.1071 1.7452 -3.0804
H 0.8779 2.3404 0.9318
H 0.8480 1.5406 2.1883
O 1.1767 2.3494 1.8602
*
```

The calculation puts the relative energy (zero: lowest compared OMol25 entry of this formula, charge and spin) at 276.41 kJ/mol. The SMILES is CCC/C=C(/C)N.O. The LUMO energy is 0.908 eV. The calculation puts the max |F| at 4.713 eV Å⁻¹.

For reference, the Löwdin charges in units of e are:
1. C -0.088
2. C -0.220
3. C -0.240
4. N 0.062
5. C -0.353
6. C -0.127
7. C -0.053
8. H 0.056
9. H 0.057
10. H 0.022
11. H 0.120
12. H 0.104
13. H 0.145
14. H 0.080
15. H 0.085
16. H 0.066
17. H 0.114
18. H 0.075
19. H 0.047
20. H 0.098
21. H 0.017
22. H -0.020
23. O -0.046

=====

[4]
Formula: H40O20
Source: OMol25
Level of theory: ωB97M-V/def2-TZVPD

```
! wB97M-V def2-TZVPD RIJCOSX def2/J DEFGRID3
* xyz 1 2
O 0.5061 -3.6234 -3.2057
H 0.5997 -4.5355 -3.4866
H 1.3465 -3.1486 -3.2289
O -1.7284 2.9163 4.6651
H -1.6217 3.4335 3.8623
H -1.2926 2.0757 4.5056
O 3.7629 -0.1847 0.8839
H 4.1908 -0.9144 1.3515
H 2.8076 -0.1699 0.8931
O -2.4254 -2.3165 -5.1331
H -1.6838 -2.8855 -4.8909
H -2.8027 -2.2899 -4.2421
O 0.5294 0.9282 4.0055
H 1.2352 0.9176 4.6503
H 0.5935 0.3254 3.2553
O -2.5575 -0.6323 0.9489
H -2.3889 0.2128 1.4558
H -1.6871 -1.0818 0.9556
O 0.9272 -0.9835 2.0126
H 1.0045 -1.9528 2.0087
H 0.1438 -0.9286 1.4608
O -1.5668 -0.0591 -4.0179
H -1.7090 -0.6231 -4.8085
H -2.2823 -0.1527 -3.3908
O -1.6843 5.0210 -1.5183
H -1.5034 4.2976 -2.1255
H -2.5530 5.3714 -1.7439
O 2.9130 -1.8631 -3.1330
H 3.2119 -1.4222 -3.9362
H 3.3885 -1.3632 -2.4600
O 0.4746 3.0900 2.0388
H 0.5069 2.9846 2.9963
H 1.1980 3.5882 1.6538
O -2.0319 1.7561 2.0026
H -2.6903 2.2089 2.5712
H -1.6317 2.6384 1.7731
O -0.6941 -3.9552 1.8548
H -0.1139 -4.2396 1.1228
H -1.6194 -4.1192 1.6574
O 1.1091 1.6296 -0.2160
H 0.9680 2.4190 0.3268
H 0.5737 1.7682 -1.0059
O 4.2221 0.4533 -2.2282
H 3.5320 0.2764 -1.5847
H 4.3012 1.4064 -2.3107
O -4.8506 -0.2516 -1.8484
H -5.1038 -1.0183 -1.3315
H -4.0180 0.1230 -1.5699
O -2.7021 4.1725 0.9888
H -2.2967 4.3885 0.1323
H -3.0978 4.9415 1.4038
O 0.0826 -1.1586 -0.7744
H 0.4710 -0.3386 -0.4255
H -0.2848 -0.7370 -1.5729
O 1.0195 -4.0821 -0.3350
H 1.9640 -3.9011 -0.3300
H 0.6135 -3.4055 -0.8819
O 4.4008 -1.5136 3.1436
H 4.5146 -2.2539 3.7562
H 3.5096 -1.2390 3.3993
*
```

The calculation puts the relative energy (zero: lowest compared OMol25 entry of this formula, charge and spin) at 3.79 kJ/mol. The LUMO energy (alpha / beta) is -3.309 / -10.644 eV. The calculation puts the max |F| at 1.770 eV Å⁻¹.

For reference, the Löwdin charges in units of e are:
1. O -0.053
2. H 0.051
3. H -0.001
4. O -0.015
5. H 0.015
6. H 0.006
7. O -0.054
8. H 0.010
9. H -0.018
10. O -0.047
11. H 0.045
12. H 0.049
13. O -0.044
14. H 0.062
15. H -0.002
16. O 0.276
17. H 0.062
18. H 0.074
19. O -0.028
20. H 0.073
21. H -0.001
22. O -0.078
23. H 0.027
24. H -0.003
25. O -0.035
26. H 0.058
27. H 0.068
28. O -0.047
29. H 0.060
30. H 0.008
31. O -0.049
32. H 0.044
33. H 0.069
34. O -0.009
35. H 0.088
36. H 0.048
37. O -0.003
38. H 0.013
39. H 0.052
40. O -0.033
41. H 0.014
42. H 0.055
43. O -0.046
44. H 0.004
45. H 0.055
46. O -0.037
47. H 0.040
48. H 0.004
49. O -0.047
50. H 0.005
51. H 0.065
52. O -0.015
53. H 0.009
54. H 0.065
55. O -0.038
56. H 0.069
57. H 0.004
58. O -0.048
59. H 0.064
60. H 0.039

=====

[5]
Formula: C6H12F2N5
Source: OMol25
Level of theory: ωB97M-V/def2-TZVPD

```
! wB97M-V def2-TZVPD RIJCOSX def2/J DEFGRID3
* xyz 1 1
C 1.1497 0.2157 0.1346
C -0.3315 -1.1118 -0.8833
C -0.5562 1.2622 -1.1922
C 3.5005 -0.6336 0.8850
C 2.4933 0.4693 0.7193
C -4.1168 0.0614 0.4660
N 0.7041 -0.9802 -0.0808
N 0.3744 1.2674 -0.1995
N -0.6787 -0.0281 -1.6630
N -1.0000 -2.2241 -1.1764
N 0.6595 2.5657 0.1566
F -4.0527 -1.1652 -0.1644
F -2.8637 0.3622 0.8206
H -4.7388 -0.0874 1.4322
H 4.6241 -0.3207 0.6921
H 3.4727 -1.4382 0.2148
H 3.5491 -1.2609 1.8138
H 2.9924 1.2766 0.1771
H 2.1832 0.8752 1.7977
H -4.5852 0.7326 -0.2362
H -1.2862 -0.1927 -2.5703
H -0.6024 -3.0835 -0.7297
H -1.9941 -2.2250 -1.4903
H -0.2585 2.9390 0.2119
H 1.3620 2.7242 0.8646
*
```

The calculation puts the relative energy (zero: lowest compared OMol25 entry of this formula, charge and spin) at 0.00 kJ/mol. The LUMO energy is -4.041 eV. The calculation puts the max |F| at 3.545 eV Å⁻¹.

For reference, the Löwdin charges in units of e are:
1. C -0.245
2. C -0.393
3. C 0.064
4. C -0.108
5. C -0.163
6. C -0.240
7. N 0.240
8. N -0.125
9. N 0.096
10. N 0.207
11. N 0.116
12. F -0.029
13. F 0.012
14. H 0.158
15. H 0.130
16. H 0.041
17. H 0.097
18. H 0.128
19. H 0.181
20. H 0.122
21. H 0.215
22. H 0.160
23. H 0.145
24. H 0.089
25. H 0.103

=====

[6]
Formula: C2H11NO3
Source: OMol25
Level of theory: ωB97M-V/def2-TZVPD

```
! wB97M-V def2-TZVPD RIJCOSX def2/J DEFGRID3
* xyz 0 1
C -0.1593 0.5050 -1.0998
C 0.8961 -0.8775 0.4817
N -0.1318 -0.1726 0.2936
H -0.3635 1.5342 -0.9407
H -0.9071 0.0814 -1.7236
H 0.7873 0.2737 -1.7100
H 0.9387 -1.8478 1.0689
H 1.8058 -0.4616 0.0514
H 3.6792 0.3073 -1.6584
H 5.0063 -0.5401 -1.8442
O 4.2192 -0.0097 -2.3820
H -1.6956 -0.9413 0.7640
H -2.4780 -2.0978 1.2206
O -2.5659 -1.1733 1.1870
H -2.4336 0.7894 1.8967
H -2.6376 2.3086 2.1734
O -2.3033 1.6876 1.4894
*
```

The calculation puts the relative energy (zero: lowest compared OMol25 entry of this formula, charge and spin) at 224.85 kJ/mol. The SMILES is C=NC.O.O.O. The LUMO energy is 0.470 eV. The calculation puts the max |F| at 4.525 eV Å⁻¹.

For reference, the Löwdin charges in units of e are:
1. C -0.062
2. C -0.061
3. N -0.085
4. H 0.054
5. H 0.061
6. H 0.088
7. H 0.099
8. H 0.053
9. H -0.016
10. H 0.134
11. O -0.131
12. H -0.010
13. H -0.001
14. O -0.081
15. H 0.022
16. H 0.043
17. O -0.106